Entry 1:
This record from OMol25 describes C25H48BrN5O9S as an isolated structure in a non-equilibrium geometry. The level of theory is ωB97M-V/def2-TZVPD.

Geometry (Å):
C1 1.83 -0.50 -0.04
C2 1.69 1.04 -0.50
C3 2.84 1.87 0.27
O1 3.46 2.84 -0.64
S1 4.80 2.20 -1.43
O2 5.38 3.39 -2.17
O3 4.36 1.10 -2.64
Br1 4.61 1.81 -4.34
O4 0.35 1.60 -0.28
C4 -0.58 0.88 -1.12
C5 -1.99 1.64 -1.31
C6 -2.68 1.41 -2.70
C7 -4.06 2.01 -3.07
C8 -4.78 2.88 -1.99
C9 -4.09 3.12 -0.60
C10 -2.69 2.51 -0.23
H1 2.22 -1.08 -0.95
H2 0.86 -1.00 0.28
H3 2.56 -0.62 0.85
H4 1.94 1.13 -1.63
H5 2.38 2.34 1.20
H6 3.70 1.18 0.63
H7 -0.84 -0.17 -0.73
H8 -0.13 0.79 -2.17
H9 -2.17 0.76 -3.50
H10 -4.50 1.77 -4.10
H11 -5.79 3.31 -2.28
H12 -4.66 3.74 0.18
H13 -2.20 2.68 0.80
C11 -3.94 -0.34 2.92
O5 -3.43 -0.40 1.81
N1 -5.13 0.26 3.21
C12 -5.67 0.28 4.56
C13 -5.87 0.89 2.14
H14 -3.45 -0.79 3.80
H15 -6.64 -0.21 4.56
H16 -5.79 1.32 4.87
H17 -5.00 -0.23 5.26
H18 -6.11 0.14 1.38
H19 -5.26 1.67 1.69
H20 -6.80 1.32 2.52
C14 -8.77 -1.81 5.08
O6 -8.11 -1.22 5.92
N2 -9.39 -3.01 5.26
C15 -10.16 -3.64 4.20
C16 -9.28 -3.67 6.54
H21 -8.92 -1.38 4.07
H22 -11.19 -3.77 4.54
H23 -9.72 -4.61 3.98
H24 -10.16 -3.02 3.30
H25 -9.68 -3.02 7.32
H26 -8.22 -3.86 6.75
H27 -9.82 -4.62 6.53
C17 2.90 -3.44 -2.95
O7 2.10 -2.62 -2.52
N3 3.96 -3.15 -3.74
C18 4.87 -4.18 -4.21
C19 4.20 -1.77 -4.14
H28 2.81 -4.51 -2.71
H29 5.88 -3.95 -3.86
H30 4.86 -4.19 -5.30
H31 4.57 -5.16 -3.84
H32 4.34 -1.16 -3.24
H33 3.33 -1.40 -4.68
H34 5.08 -1.71 -4.77
C20 8.67 1.26 -6.95
O8 8.54 0.42 -6.08
N4 8.83 2.60 -6.74
C21 8.99 3.53 -7.83
C22 8.84 3.10 -5.38
H35 8.68 0.98 -8.02
H36 9.95 4.04 -7.73
H37 8.18 4.27 -7.80
H38 8.96 3.02 -8.80
H39 9.66 2.62 -4.83
H40 7.90 2.84 -4.90
H41 8.98 4.18 -5.37
C23 2.96 -1.20 4.58
O9 3.48 -1.26 3.48
N5 1.76 -0.61 4.85
C24 1.21 -0.58 6.19
C25 1.02 0.01 3.77
H42 3.45 -1.64 5.47
H43 0.24 -1.09 6.19
H44 1.08 0.46 6.50
H45 1.87 -1.08 6.90
H46 0.81 -0.75 3.01
H47 1.63 0.79 3.32
H48 0.09 0.43 4.14

Values from the calculation:
LUMO energy	-0.0268	Eh
HOMO level	-8.168	eV
total charge	0
Kohn-Sham gap	7.4389	eV

Entry 2:
This record from OMol25 describes C18H31CuGeNO5 as an isolated structure in a non-equilibrium geometry. The level of theory is ωB97M-V/def2-TZVPD.

Geometry (Å):
Cu1 0.74 -0.39 -0.56
C1 -1.68 -1.47 2.56
C2 -1.25 -0.02 2.65
C3 -0.11 0.23 3.56
C4 -2.43 0.89 2.93
O1 -0.80 0.35 1.38
Ge1 -1.13 1.69 0.24
O2 0.81 1.61 -0.27
C5 2.00 2.41 0.12
C6 1.45 3.76 0.56
C7 2.76 1.78 1.21
C8 2.86 2.58 -1.10
O3 -1.14 0.28 -1.15
C9 -1.32 0.56 -2.57
C10 -0.78 2.01 -2.93
C11 -2.78 0.42 -2.97
C12 -0.57 -0.42 -3.39
H1 -2.13 -1.94 3.44
H2 -0.81 -2.06 2.31
H3 -2.38 -1.58 1.69
H4 -0.43 -0.04 4.52
H5 0.14 1.31 3.55
H6 0.85 -0.35 3.31
H7 -2.89 0.66 3.92
H8 -3.23 0.67 2.22
H9 -2.19 1.95 2.90
H10 0.92 3.63 1.46
H11 0.71 4.06 -0.18
H12 2.24 4.48 0.74
H13 2.16 1.68 2.08
H14 3.67 2.45 1.42
H15 3.16 0.83 0.91
H16 2.38 3.30 -1.79
H17 2.91 1.66 -1.66
H18 3.79 2.96 -0.84
H19 -1.39 2.74 -2.39
H20 -0.92 2.23 -4.03
H21 0.23 2.15 -2.61
H22 -3.40 1.12 -2.43
H23 -3.06 -0.60 -2.67
H24 -3.01 0.60 -3.97
H25 0.48 -0.35 -3.07
H26 -0.55 -0.20 -4.50
H27 -1.04 -1.45 -3.33
O4 3.32 -2.66 1.11
C13 2.46 -2.13 0.43
O5 2.45 -0.94 -0.06
C14 1.17 -2.93 0.14
C15 1.15 -4.28 0.42
C16 -0.02 -5.05 0.13
C17 -1.03 -4.39 -0.61
C18 -0.87 -3.10 -0.94
N1 0.18 -2.32 -0.58
H28 2.02 -4.78 0.86
H29 -0.16 -6.06 0.37
H30 -1.89 -4.93 -0.98
H31 -1.62 -2.61 -1.57

Values from the calculation:
LUMO energy (spin up / spin down)	-0.0124 / -0.0152	Eh
<S²>	0.75
HOMO level (spin up / spin down)	-8.478 / -8.441	eV
total charge	0
Kohn-Sham gap (spin up / spin down)	8.1405 / 8.0262	eV
2S+1	2

Entry 3:
This record from OMol25 describes a 2-piece molecular cluster, C3H13N2 overall in a non-equilibrium geometry. The level of theory is ωB97M-V/def2-TZVPD.

Geometry (Å):
C1 -1.66 -1.60 1.30
N1 -1.24 -0.18 1.39
H1 -2.72 -1.73 1.47
H2 -1.43 -2.01 0.32
H3 -1.16 -2.20 2.05
H4 -0.95 0.00 2.34
H5 -2.04 0.41 1.20
H6 0.14 0.03 0.04
C2 1.97 -0.23 -0.91
N2 0.86 0.62 -0.41
C3 0.14 1.41 -1.46
H7 1.84 -0.57 -1.94
H8 2.89 0.34 -1.00
H9 2.04 -1.12 -0.32
H10 1.30 1.26 0.25
H11 0.53 2.41 -1.49
H12 -0.91 1.47 -1.21
H13 0.25 0.97 -2.44

Values from the calculation:
LUMO energy	-0.1132	Eh
HOMO level	-14.115	eV
total charge	+1
Kohn-Sham gap	11.0360	eV
energy relative to the best compared isomer or geometry (same formula, charge and spin)	114.06	kJ/mol

Entry 4:
This record from OMol25 describes a 7-piece molecular cluster, C16H35Cl11NO6 overall in a non-equilibrium geometry. The level of theory is ωB97M-V/def2-TZVPD.

Geometry (Å):
Cl1 0.56 2.44 -0.66
O1 -0.50 1.52 -0.40
O2 1.85 1.91 -0.23
O3 0.56 2.86 -2.05
O4 0.30 3.59 0.19
Cl2 1.33 2.99 4.67
C1 1.40 1.96 3.20
C2 2.69 1.20 3.06
Cl3 4.11 2.24 2.98
H1 0.96 2.42 2.31
H2 0.56 1.26 3.30
H3 2.60 0.62 2.14
H4 2.82 0.49 3.87
Cl4 -3.77 -0.95 -3.37
C3 -2.08 -0.76 -3.86
C4 -1.17 -1.04 -2.66
Cl5 -1.09 -2.81 -2.34
H5 -1.88 0.21 -4.30
H6 -1.82 -1.53 -4.59
H7 -1.52 -0.55 -1.75
H8 -0.15 -0.74 -2.90
Cl6 1.80 7.41 2.89
C5 2.30 5.72 2.56
C6 3.34 5.60 1.46
Cl7 4.95 6.07 2.09
H9 1.40 5.18 2.29
H10 2.70 5.23 3.45
H11 3.10 6.13 0.54
H12 3.44 4.55 1.20
Cl8 -0.68 2.80 -6.76
C7 -0.98 3.64 -5.22
C8 -2.27 3.22 -4.58
Cl9 -2.72 4.23 -3.21
H13 -0.93 4.69 -5.49
H14 -0.11 3.43 -4.59
H15 -2.16 2.18 -4.28
H16 -3.07 3.21 -5.32
Cl10 6.66 4.35 -0.83
C9 5.17 3.39 -0.91
C10 4.09 4.07 -1.71
Cl11 4.62 4.34 -3.39
H17 4.90 3.10 0.11
H18 5.35 2.42 -1.37
H19 3.62 4.96 -1.31
H20 3.27 3.37 -1.84
C11 -4.52 -8.55 2.86
O5 -3.82 -7.35 2.62
C12 -4.29 -6.68 1.47
C13 -3.19 -5.95 0.75
N1 -2.58 -4.90 1.54
C14 -1.27 -4.48 1.10
C15 -0.96 -3.03 1.47
O6 0.40 -2.78 1.14
C16 0.75 -1.44 1.34
H21 -4.13 -9.03 3.75
H22 -4.38 -9.25 2.03
H23 -5.58 -8.33 3.00
H24 -4.99 -5.91 1.82
H25 -4.83 -7.31 0.76
H26 -3.51 -5.59 -0.24
H27 -2.44 -6.70 0.42
H28 -2.58 -5.26 2.49
H29 -1.22 -4.64 0.02
H30 -0.45 -5.05 1.55
H31 -1.06 -2.91 2.56
H32 -1.54 -2.27 0.94
H33 1.83 -1.34 1.21
H34 0.60 -1.04 2.36
H35 0.20 -0.82 0.63

Values from the calculation:
LUMO energy	0.0803	Eh
HOMO level	-7.153	eV
total charge	-1
Kohn-Sham gap	9.3378	eV